Arrangement A

ORCA calculation (ωB97M-V/def2-TZVPD) on a 2-piece molecular cluster, C2H8O3 overall.

The geometry in XYZ format:
```
13
Properties=species:S:1:pos:R:3:mulliken_charge:R:1
C -0.774 1.487 -0.319 -0.31
C -1.206 0.696 0.947 -0.43
O -0.116 0.276 1.711 -0.53
O 0.086 0.656 -1.146 -0.52
H -0.141 2.352 -0.121 0.30
H -1.660 1.819 -0.860 0.27
H -1.697 -0.251 0.723 0.30
H -1.862 1.367 1.502 0.31
H 0.368 -0.388 1.214 0.31
H 0.625 1.273 -1.647 0.30
O 2.204 -3.175 -0.294 -0.63
H 2.209 -2.320 -0.726 0.32
H 1.964 -3.792 -0.986 0.31
```

- net charge = 0
- E_LUMO (eV) = 0.64
- 2S+1 = 1
- Kohn-Sham gap (eV) = 10.9
- HOMO energy (Ha) = -0.37598

***

Arrangement B

ORCA calculation (ωB97M-V/def2-TZVPD) on a 3-piece molecular cluster, C2H8O3 overall.

The geometry in XYZ format:
```
13
Properties=species:S:1:pos:R:3:mulliken_charge:R:1
C -0.476 0.961 -0.457 -0.62
C -0.214 1.233 0.783 0.08
O -1.039 1.506 1.916 -0.48
H 0.112 0.540 -1.295 0.17
H -1.370 0.828 -1.029 0.29
H 0.814 1.220 0.995 0.21
H -0.542 1.980 2.562 0.34
H 1.960 0.082 -0.345 0.25
H 1.406 -1.169 0.355 0.33
O 2.065 -0.764 -0.118 -0.60
H -0.546 -2.089 -1.834 0.32
H -1.337 -2.510 -0.612 0.26
O -0.833 -1.819 -0.922 -0.55
```

- net charge = 0
- E_LUMO (eV) = 0.64
- 2S+1 = 1
- Kohn-Sham gap (eV) = 10.0
- HOMO energy (Ha) = -0.34412

***

arrangement A is the most stable structure; the next one sits 1.629 eV above it.

***

Arrangement A

ORCA calculation (ωB97M-V/def2-TZVPD) on C28H20N4O6S2Tc as an isolated structure.

The geometry in XYZ format:
```
61
Properties=species:S:1:pos:R:3:mulliken_spin:R:1
Tc -1.336 1.433 -0.061 1.79
N -0.862 2.158 1.978 0.00
C 0.278 3.028 1.975 0.03
C 0.660 3.769 3.056 0.01
C 1.809 4.585 2.992 0.00
C 2.559 4.636 1.853 0.01
C 2.179 3.889 0.712 -0.02
C 2.902 3.907 -0.506 0.02
C 2.454 3.180 -1.570 -0.01
C 1.258 2.446 -1.445 0.03
N 0.566 2.402 -0.322 0.01
C 1.019 3.099 0.772 -0.05
H -1.659 2.613 2.416 0.01
H -0.698 1.287 2.501 0.00
H 0.086 3.719 3.970 0.00
H 2.096 5.160 3.859 0.00
H 3.446 5.251 1.800 0.00
H 3.800 4.504 -0.578 0.00
H 2.971 3.174 -2.517 0.00
H 0.833 1.910 -2.284 -0.01
S -2.491 3.413 -0.337 0.09
C -2.662 3.513 -2.081 0.02
C -3.213 4.733 -2.583 0.00
N -3.668 5.718 -2.956 0.00
C -2.307 2.504 -2.910 0.03
S -1.585 1.004 -2.353 0.07
C -2.468 2.619 -4.327 -0.01
N -2.573 2.718 -5.465 0.01
O -5.031 -3.418 2.525 0.06
C -4.300 -2.485 2.334 -0.01
C -4.425 -1.443 1.223 -0.10
O -5.302 -1.371 0.399 0.17
C -3.239 -0.543 1.328 0.32
C -2.409 -0.930 2.470 0.14
O -1.365 -0.396 2.841 0.25
C -3.032 -2.144 3.122 -0.10
O -2.606 -2.727 4.087 0.11
O -3.036 0.385 0.508 0.17
C 2.148 -6.331 -1.547 0.00
C 1.784 -4.932 -1.151 0.00
C 2.760 -4.011 -0.794 0.00
C 2.432 -2.716 -0.427 0.00
C 3.547 -1.779 -0.049 0.00
C 1.075 -2.333 -0.418 -0.01
C 0.773 -0.963 -0.053 -0.01
O -0.356 -0.478 0.048 0.03
C 0.067 -3.254 -0.783 0.00
C -1.390 -2.914 -0.807 -0.04
C 0.451 -4.535 -1.140 0.00
H 3.224 -6.489 -1.512 0.00
H 1.801 -6.545 -2.559 0.00
H 1.673 -7.053 -0.883 0.00
H 3.798 -4.310 -0.803 0.00
H 4.502 -2.291 -0.149 0.00
H 3.463 -1.439 0.983 0.00
H 3.581 -0.897 -0.690 0.00
H 1.630 -0.301 0.141 0.00
H -1.608 -2.076 -1.469 0.00
H -1.729 -2.627 0.186 0.00
H -1.964 -3.778 -1.133 0.00
H -0.313 -5.246 -1.420 0.00
```

- net charge = 0
- E_LUMO (spin up / spin down) (eV) = -1.46 / -2.69
- 2S+1 = 4
- Kohn-Sham gap (spin up / spin down) (eV) = 6.2 / 5.5
- HOMO energy (spin up / spin down) (Ha) = -0.28022 / -0.30019

***

Arrangement B

ORCA calculation (ωB97M-V/def2-TZVPD) on C28H20N4O6S2Tc as an isolated structure.

The geometry in XYZ format:
```
61
Properties=species:S:1:pos:R:3:mulliken_spin:R:1
Tc -1.181 0.028 0.049 1.95
N -0.622 1.356 -1.549 -0.02
C -1.064 0.818 -2.829 -0.01
C -1.173 1.551 -3.966 -0.01
C -1.533 0.926 -5.186 0.00
C -1.747 -0.419 -5.244 0.00
C -1.650 -1.201 -4.067 0.01
C -1.861 -2.599 -4.025 0.00
C -1.770 -3.262 -2.840 0.00
C -1.503 -2.537 -1.663 -0.02
N -1.313 -1.235 -1.661 -0.01
C -1.344 -0.561 -2.860 0.01
H -0.919 2.315 -1.434 0.01
H 0.402 1.341 -1.526 -0.02
H -0.964 2.616 -3.943 0.00
H -1.615 1.527 -6.083 0.00
H -1.995 -0.904 -6.183 0.00
H -2.094 -3.129 -4.944 0.00
H -1.920 -4.332 -2.778 0.00
H -1.473 -3.029 -0.698 0.00
S -1.093 1.627 1.784 0.09
C -2.752 2.186 1.890 0.02
C -3.049 3.134 2.947 0.00
N -3.273 3.872 3.804 0.00
C -3.718 1.783 1.060 0.03
S -3.455 0.637 -0.240 0.06
C -5.070 2.285 1.202 0.00
N -6.158 2.658 1.283 0.01
O 5.327 -1.246 0.981 0.06
C 4.294 -0.944 0.471 -0.03
C 4.094 0.021 -0.717 -0.08
O 4.929 0.382 -1.488 0.09
C 2.612 0.366 -0.762 0.02
C 1.948 -0.501 0.184 0.21
O 0.709 -0.547 0.376 0.33
C 2.888 -1.373 0.910 -0.03
O 2.601 -2.248 1.693 0.13
O 2.089 1.204 -1.486 0.17
C -2.873 -5.944 5.954 0.00
C -2.398 -4.899 4.983 0.01
C -1.097 -4.411 5.039 0.00
C -0.654 -3.429 4.171 0.02
C 0.770 -2.920 4.303 0.00
C -1.557 -2.939 3.199 0.01
C -1.065 -1.902 2.345 -0.01
O -1.651 -1.483 1.337 -0.03
C -2.888 -3.424 3.117 0.01
C -3.902 -2.909 2.127 0.00
C -3.273 -4.394 4.021 0.00
H -2.049 -6.351 6.540 0.00
H -3.368 -6.765 5.432 0.00
H -3.602 -5.513 6.646 0.00
H -0.412 -4.805 5.784 0.00
H 1.333 -3.567 4.975 0.00
H 0.789 -1.912 4.729 0.00
H 1.308 -2.882 3.354 0.00
H -0.111 -1.434 2.596 0.01
H -3.632 -3.159 1.102 0.00
H -3.988 -1.823 2.157 0.00
H -4.879 -3.340 2.342 0.00
H -4.293 -4.766 3.984 0.00
```

- net charge = 0
- E_LUMO (spin up / spin down) (eV) = -1.26 / -2.67
- 2S+1 = 4
- Kohn-Sham gap (spin up / spin down) (eV) = 6.5 / 5.6
- HOMO energy (spin up / spin down) (Ha) = -0.28676 / -0.30504

***

arrangement B is the most stable structure; the next one sits 0.408 eV above it.

***

Arrangement A

ORCA calculation (ωB97M-V/def2-TZVPD) on C9H11O3 as an isolated structure.

The geometry in XYZ format:
```
23
Properties=species:S:1:pos:R:3:mulliken_charge:R:1
C -2.185 1.405 -3.707 -0.89
C -1.389 2.139 -2.597 0.60
O -1.074 1.371 -1.621 -0.69
O -1.066 3.289 -2.868 -0.66
H -1.323 0.895 -4.124 0.18
H -2.613 2.140 -4.398 0.28
H -2.985 0.701 -3.440 0.30
C 0.787 -2.854 2.516 -1.35
C -0.140 0.689 1.541 -0.35
C 0.888 0.839 0.580 0.20
C -0.238 -0.570 2.122 -0.52
C 0.839 -1.426 1.975 1.06
C 1.943 -0.065 0.419 -0.53
C 1.923 -1.293 1.091 -0.63
O 0.827 1.939 -0.175 -0.75
H -0.664 1.593 1.827 0.41
H -1.049 -1.046 2.662 0.30
H 2.772 0.247 -0.216 0.33
H -0.051 1.746 -0.920 0.51
H 0.777 -2.925 3.625 0.29
H 1.543 -3.532 2.119 0.32
H 2.707 -2.029 1.160 0.26
H -0.227 -3.255 2.427 0.31
```

- net charge = -1
- E_LUMO (eV) = 3.44
- 2S+1 = 1
- Kohn-Sham gap (eV) = 7.7
- HOMO energy (Ha) = -0.15537

***

Arrangement B

ORCA calculation (ωB97M-V/def2-TZVPD) on a 2-piece molecular cluster, C9H11O3 overall.

The geometry in XYZ format:
```
23
Properties=species:S:1:pos:R:3:mulliken_charge:R:1
C 1.597 -2.184 0.428 -1.34
C -0.072 1.085 1.667 -0.46
C 1.012 1.983 1.616 0.59
C 0.200 -0.137 1.240 -0.17
C 1.396 -0.631 0.671 0.49
C 2.269 1.657 0.995 -0.69
C 2.443 0.322 0.643 -0.32
O 0.690 3.174 2.171 -0.55
H -1.051 1.565 1.845 0.38
H -0.570 -0.956 1.359 0.19
H 3.090 2.349 1.026 0.37
H 0.715 4.005 1.618 0.33
H 2.664 -2.435 0.255 0.34
H 0.819 -2.588 -0.259 0.29
H 3.407 -0.134 0.152 0.14
H 1.305 -2.664 1.272 0.41
C -2.274 -1.081 -2.584 -0.45
C -3.518 -0.006 -2.251 0.49
O -4.023 0.736 -3.103 -0.69
O -3.949 -0.003 -1.042 -0.73
H -1.627 -0.761 -3.405 0.27
H -2.845 -2.053 -2.666 0.18
H -1.676 -1.243 -1.646 -0.05
```

- net charge = -1
- E_LUMO (eV) = 2.73
- 2S+1 = 1
- Kohn-Sham gap (eV) = 6.3
- HOMO energy (Ha) = -0.12933

***

arrangement A is the most stable structure; the next one sits 1.457 eV above it.

***

Arrangement A

ORCA calculation (ωB97M-V/def2-TZVPD) on C35H27N10O10STi as an isolated structure.

The geometry in XYZ format:
```
84
Properties=species:S:1:pos:R:3:mulliken_charge:R:1
Ti 0.234 0.402 -0.442 -1.45
C 0.713 0.798 3.916 -0.96
C 0.408 1.049 2.615 -0.37
N 0.694 0.170 1.613 1.85
C 1.313 -0.985 2.022 0.17
C 1.568 -1.220 3.388 -0.44
N 1.290 -0.362 4.331 -0.69
C 1.636 -1.841 0.953 -0.63
C 2.126 -3.137 1.072 -0.64
C 2.338 -3.932 -0.044 1.20
C 2.106 -3.312 -1.302 -0.48
C 1.661 -2.029 -1.379 0.24
N 1.340 -1.276 -0.268 0.34
C 1.627 -1.272 -2.623 0.29
C 1.645 -1.808 -3.916 -0.51
N 1.694 -1.048 -4.992 -0.65
C 1.704 0.277 -4.799 -0.53
C 1.617 0.824 -3.537 -0.20
N 1.587 0.060 -2.447 0.15
C 2.826 -5.318 0.063 1.05
C 3.152 -6.082 -1.062 -0.47
C 3.601 -7.382 -0.911 -0.40
N 3.753 -7.992 0.263 -0.69
C 3.443 -7.267 1.338 -0.36
C 2.987 -5.962 1.293 -0.61
H 0.502 1.534 4.682 0.46
H -0.054 1.980 2.333 0.23
H 2.034 -2.148 3.699 0.44
H 2.328 -3.506 2.065 0.27
H 2.341 -3.823 -2.224 0.20
H 1.598 -2.877 -4.080 0.42
H 1.756 0.902 -5.680 0.41
H 1.559 1.893 -3.377 0.46
H 3.066 -5.679 -2.060 0.27
H 3.853 -7.971 -1.787 0.36
H 3.563 -7.764 2.295 0.36
H 2.754 -5.465 2.224 0.28
O -2.483 3.213 -0.230 -0.76
C -1.418 2.753 0.129 0.09
O -1.206 1.488 0.390 0.14
C -0.246 3.657 0.433 0.89
C -0.492 4.904 0.942 -0.33
C 0.560 5.725 1.345 -0.76
C 1.864 5.289 1.241 -0.52
C 2.123 4.036 0.736 -0.23
C 1.094 3.185 0.233 0.98
O 1.350 2.106 -0.401 -0.60
N 3.512 3.611 0.668 0.99
O 3.758 2.431 0.799 -0.54
O 4.360 4.476 0.493 -0.66
N 0.289 7.042 1.886 1.03
O 1.235 7.723 2.245 -0.66
O -0.875 7.389 1.991 -0.64
H -1.514 5.245 1.035 0.63
H 2.683 5.918 1.557 0.61
O -1.183 -0.984 -1.063 -0.07
N -2.047 -0.669 -1.955 -0.95
N -1.787 0.441 -2.500 1.48
O -0.718 1.109 -2.163 -0.25
C -2.589 0.926 -3.581 0.30
C -3.691 0.208 -4.022 -0.48
C -4.442 0.707 -5.071 -0.56
C -4.102 1.911 -5.674 -0.43
C -3.002 2.621 -5.214 -0.90
C -2.241 2.130 -4.165 -0.06
H -3.949 -0.725 -3.542 0.47
H -5.303 0.151 -5.419 0.38
H -4.697 2.299 -6.491 0.39
H -2.736 3.566 -5.668 0.37
H -1.394 2.676 -3.777 0.41
O -3.697 -2.030 1.929 -0.76
S -2.576 -1.081 2.205 0.60
C -2.162 -1.373 3.981 -0.61
C -2.794 -0.277 4.839 -0.54
C -3.934 0.325 4.021 -0.78
C -3.349 0.512 2.634 -0.36
H -1.084 -1.446 4.101 0.06
H -2.610 -2.351 4.156 0.56
H -2.051 0.498 5.040 0.14
H -3.128 -0.667 5.801 0.37
H -4.288 1.268 4.443 0.37
H -4.779 -0.365 3.971 0.33
H -2.555 1.260 2.612 -0.14
H -4.064 0.738 1.844 0.62
```

- net charge = -1
- E_LUMO (spin up / spin down) (eV) = 1.50 / 1.50
- 2S+1 = 1
- Kohn-Sham gap (spin up / spin down) (eV) = 5.2 / 5.2
- HOMO energy (spin up / spin down) (Ha) = -0.13534 / -0.13504

***

Arrangement B

ORCA calculation (ωB97M-V/def2-TZVPD) on C35H27N10O10STi as an isolated structure.

The geometry in XYZ format:
```
84
Properties=species:S:1:pos:R:3:mulliken_charge:R:1
Ti -0.395 0.020 -0.578 -2.39
C 3.117 2.394 0.319 -0.98
C 2.381 1.295 -0.067 -0.27
N 1.112 1.130 0.318 1.30
C 0.579 2.088 1.143 -0.45
C 1.359 3.199 1.493 -0.19
N 2.599 3.366 1.095 -0.74
C -0.760 1.792 1.578 0.39
C -1.587 2.652 2.293 -0.79
C -2.867 2.237 2.661 0.26
C -3.239 0.916 2.352 -0.82
C -2.374 0.106 1.629 0.44
N -1.175 0.551 1.194 1.16
C -2.626 -1.289 1.291 -0.11
C -3.819 -1.984 1.532 -0.40
N -3.985 -3.251 1.216 -0.69
C -2.955 -3.865 0.634 -0.78
C -1.767 -3.196 0.377 -0.30
N -1.588 -1.925 0.702 0.40
C -3.768 3.162 3.337 0.26
C -5.146 3.177 3.094 -0.57
C -5.930 4.119 3.732 -0.36
N -5.464 5.019 4.585 -0.69
C -4.162 5.000 4.830 -0.37
C -3.283 4.114 4.242 -0.56
H 4.143 2.525 0.014 0.45
H 2.796 0.507 -0.682 0.50
H 0.960 3.981 2.125 0.37
H -1.260 3.660 2.496 0.69
H -4.185 0.531 2.702 0.68
H -4.678 -1.506 1.984 0.41
H -3.095 -4.901 0.363 0.41
H -0.940 -3.702 -0.106 0.47
H -5.594 2.487 2.397 0.46
H -6.996 4.169 3.554 0.37
H -3.812 5.742 5.537 0.36
H -2.236 4.142 4.499 0.48
O -2.573 -2.403 -2.843 -0.78
C -1.590 -1.863 -2.360 0.44
O -1.644 -0.805 -1.632 -0.19
C -0.225 -2.472 -2.595 1.06
C -0.109 -3.419 -3.594 -0.91
C 1.096 -4.102 -3.800 -0.90
C 2.188 -3.833 -2.990 -0.17
C 2.099 -2.867 -2.002 -0.82
C 0.879 -2.150 -1.750 0.28
O 0.779 -1.354 -0.747 1.85
N 3.256 -2.632 -1.234 0.90
O 4.116 -3.516 -1.186 -0.67
O 3.382 -1.553 -0.644 -0.53
N 1.237 -5.062 -4.838 1.03
O 2.341 -5.568 -5.012 -0.65
O 0.258 -5.338 -5.516 -0.65
H -0.962 -3.645 -4.216 0.66
H 3.118 -4.365 -3.129 0.68
O -1.301 1.683 -0.992 0.03
N -0.775 2.434 -1.909 -0.87
N 0.200 1.861 -2.521 0.85
O 0.541 0.623 -2.213 -0.05
C 1.006 2.614 -3.373 0.24
C 0.511 3.762 -3.996 -0.36
C 1.361 4.539 -4.755 -0.55
C 2.699 4.196 -4.894 -0.46
C 3.178 3.042 -4.290 -0.83
C 2.338 2.240 -3.545 0.04
H -0.530 4.014 -3.876 0.49
H 0.981 5.429 -5.233 0.38
H 3.368 4.823 -5.465 0.39
H 4.219 2.769 -4.384 0.40
H 2.692 1.333 -3.076 0.23
O 0.393 -1.265 3.262 -0.79
S 1.112 -1.481 1.992 1.22
C 1.284 -3.333 1.860 -0.44
C 2.680 -3.754 2.299 -0.55
C 3.189 -2.636 3.201 -0.73
C 2.903 -1.361 2.438 -0.89
H 1.074 -3.594 0.827 -0.31
H 0.512 -3.737 2.510 0.61
H 3.340 -3.863 1.437 0.14
H 2.660 -4.713 2.822 0.38
H 4.246 -2.750 3.443 0.42
H 2.613 -2.627 4.129 0.29
H 3.440 -1.309 1.492 0.18
H 3.060 -0.455 3.017 0.51
```

- net charge = -1
- E_LUMO (spin up / spin down) (eV) = 1.18 / 1.17
- 2S+1 = 1
- Kohn-Sham gap (spin up / spin down) (eV) = 4.1 / 4.0
- HOMO energy (spin up / spin down) (Ha) = -0.10866 / -0.10541

***

arrangement A is the most stable structure; the next one sits 1.439 eV above it.